# 1
Density functional theory data (ωB97M-V/def2-TZVPD) for an isolated molecule of CH2N4O in a non-equilibrium geometry.

Element x y z (Å)
H: 2.1463 0.8510 0.3714
N: 1.9258 -0.1571 -0.0141
C: 0.6973 -0.0645 -0.1374
N: -0.0054 1.2065 -0.2109
N: -1.1998 0.8771 -0.0040
N: -1.2920 -0.4232 -0.0164
O: -0.1855 -1.0974 -0.1724
H: -2.0866 -1.1925 0.1838

The value obtained for the max |F| is 7.53 eV/Å. Its energy relative to the best compared isomer or geometry (same formula, charge and spin) is 82.3 kcal per mole. Its SMILES is [H]/N=c1\nn[nH]o1. The value obtained for the HOMO energy is -9.28 eV. Its spin multiplicity is 1.

=====

# 2
Density functional theory data (ωB97M-V/def2-TZVPD) for a structure of composition C19H14BrFeN10O7.

Element x y z (Å)
Fe: 0.5223 -0.6701 -0.0283
N: 3.3741 -0.5826 -1.8985
C: 3.6400 -0.7995 -0.6077
N: 4.9133 -0.8859 -0.2502
C: 5.1363 -1.0991 1.0443
N: 6.3956 -1.1878 1.4614
N: 4.1711 -1.2337 1.9906
C: 2.9510 -1.1182 1.5478
N: 2.5970 -0.8939 0.2642
C: 1.8438 -1.2440 2.5408
C: 2.0967 -1.5052 3.8732
C: 1.0168 -1.6253 4.7369
C: -0.2665 -1.4822 4.2404
C: -0.4354 -1.2162 2.8907
N: 0.6018 -1.0968 2.0627
H: 4.1566 -0.5572 -2.5296
H: 2.4370 -0.6448 -2.2682
H: 7.1467 -1.1092 0.7985
H: 6.5864 -1.3593 2.4325
H: 3.1168 -1.6131 4.2088
H: 1.1796 -1.8328 5.7859
H: -1.1326 -1.5756 4.8797
H: -1.4182 -1.1019 2.4503
O: -6.2776 0.3832 -3.6451
N: -5.1262 0.3937 -4.0227
O: -4.7413 0.7291 -5.1210
C: -4.1050 -0.0124 -3.0461
C: -4.5017 -0.3811 -1.7621
C: -3.5354 -0.7315 -0.8673
C: -2.1475 -0.8181 -1.1700
O: -1.3296 -1.2378 -0.2825
C: -1.8197 -0.3937 -2.4909
C: -2.7900 -0.0018 -3.4124
N: -0.4544 -0.3308 -2.9462
O: 0.4545 -0.7839 -2.2123
O: -0.2048 0.1296 -4.0263
N: -3.9469 -1.0278 0.5114
O: -4.8606 -1.7981 0.6733
O: -3.3523 -0.4391 1.3993
H: -5.5473 -0.3749 -1.4853
H: -2.5085 0.3044 -4.4093
Br: -3.0880 3.6365 1.1230
C: -1.4240 3.1619 0.3955
C: -0.6090 4.1039 -0.2091
C: 0.6010 3.6856 -0.7393
C: 0.9461 2.3508 -0.6507
N: 0.1571 1.4461 -0.0605
C: -1.0112 1.8436 0.4604
H: -0.9160 5.1395 -0.2650
H: 1.2668 4.3856 -1.2237
H: 1.8773 1.9836 -1.0655
H: -1.6360 1.0882 0.9241

Its total charge is +1. The value obtained for the max |F| is 0.17 eV/Å. Its expectation value of S² is 6.0104. Its energy relative to the best compared isomer or geometry (same formula, charge and spin) is 0.0 kcal per mole. The value obtained for the HOMO energy (spin up / spin down) is -12.08 / -12.14 eV. Its spin multiplicity is 5.

=====

# 3
Density functional theory data (ωB97M-V/def2-TZVPD) for an isolated molecule of C2H6N2S in a non-equilibrium geometry.

Element x y z (Å)
H: -1.3964 -0.4495 0.8764
N: -1.3364 -0.4339 -0.1717
C: -0.1930 0.0584 -0.4859
C: 0.2876 0.0644 -1.8793
S: 0.9362 0.4494 0.8127
N: -0.0786 0.2537 2.2110
H: 1.2268 -0.5049 -1.9415
H: -0.4303 -0.3192 -2.5294
H: 0.6332 1.0583 -2.2129
H: 0.5660 0.6263 2.8982
H: -0.2149 -0.8029 2.4224

The value obtained for the max |F| is 2.90 eV/Å. Its energy relative to the best compared isomer or geometry (same formula, charge and spin) is 23.3 kcal per mole. Its SMILES is [H]/N=C(/C)SN. The value obtained for the HOMO energy is -8.84 eV. Its spin multiplicity is 1.

=====

# 4
Density functional theory data (ωB97M-V/def2-TZVPD) for a cluster of 2 separate species, C7H11P in total in a non-equilibrium geometry.

Element x y z (Å)
C: -1.3103 1.5939 0.0475
C: -0.1875 1.2083 0.4118
C: -2.5101 0.7538 0.1937
C: -2.0050 -0.7906 0.1559
C: -0.6146 -1.0738 0.7887
C: 0.4190 -0.0058 0.3526
C: 3.1135 0.7437 -0.6430
P: 2.2589 -0.2185 0.7684
H: -3.1573 1.0300 1.0382
H: -3.1292 0.8117 -0.6990
H: -2.7666 -1.3267 0.7491
H: -2.0936 -1.1116 -0.9715
H: -0.6456 -0.8513 1.7996
H: -0.3594 -2.1177 0.3929
H: 0.8272 -0.0975 -1.5635
H: 2.6406 1.7038 -0.9978
H: 2.8839 0.0218 -1.4049
H: 4.1459 0.9932 -0.4388
H: 2.4901 -1.2668 0.0202

The value obtained for the max |F| is 6.09 eV/Å. Its energy relative to the best compared isomer or geometry (same formula, charge and spin) is 143.8 kcal per mole. The value obtained for the HOMO energy (spin up / spin down) is -7.88 / -7.88 eV. Its spin multiplicity is 1.

=====

# 5
Density functional theory data (ωB97M-V/def2-TZVPD) for a structure of composition C54H42N4O6RhS2 in a non-equilibrium geometry.

Element x y z (Å)
Rh: 0.3833 -0.4800 -0.2947
O: -2.1669 0.7669 -3.9330
C: -2.7661 1.7736 -3.2822
C: -3.8943 2.3375 -3.8807
C: -4.5535 3.3868 -3.2794
C: -4.1123 3.9098 -2.0615
C: -3.0038 3.3611 -1.4599
C: -2.3142 2.2882 -2.0501
C: -1.1520 1.6955 -1.3783
O: -0.5386 0.6938 -1.9008
N: -0.7251 2.2304 -0.2567
N: 0.0980 1.4008 0.4296
C: 0.4917 1.8235 1.5904
C: 1.3385 1.1460 2.5161
C: 1.4665 1.6830 3.8159
C: 2.2226 1.0556 4.7689
C: 2.8849 -0.1393 4.4394
C: 2.7826 -0.6771 3.1776
C: 2.0276 -0.0322 2.1786
O: 2.0278 -0.5055 0.9573
H: -1.4196 0.4467 -3.3920
H: -4.2245 1.9296 -4.8265
H: -5.4237 3.8127 -3.7626
H: -4.6298 4.7409 -1.6029
H: -2.6336 3.7534 -0.5229
H: 0.0594 2.7712 1.8985
H: 0.9431 2.6028 4.0499
H: 2.3113 1.4703 5.7631
H: 3.4852 -0.6408 5.1877
H: 3.3014 -1.5882 2.9037
C: 7.3438 2.0990 -2.0677
C: 5.9927 1.4391 -2.0401
C: 5.1253 1.6231 -0.9689
C: 3.8810 1.0096 -0.9400
C: 3.5180 0.1950 -2.0005
C: 4.3546 0.0071 -3.0964
C: 5.5871 0.6288 -3.1039
S: 1.9476 -0.6194 -2.0600
O: 1.4249 -0.5684 -3.4230
C: 2.4319 -2.3167 -1.6438
C: 3.3812 -2.4833 -0.6006
C: 3.7004 -3.7299 -0.1645
C: 3.0850 -4.8746 -0.7237
C: 3.3875 -6.1766 -0.2520
C: 2.7650 -7.2693 -0.7785
C: 1.8077 -7.1108 -1.8046
C: 1.5020 -5.8706 -2.2834
C: 2.1370 -4.7123 -1.7575
C: 1.8096 -3.3970 -2.2234
C: 0.7823 -3.3044 -3.2983
C: 1.1358 -3.6785 -4.6275
C: 2.4695 -4.0125 -4.9802
C: 2.7843 -4.3471 -6.2644
C: 1.7848 -4.3743 -7.2636
C: 0.4959 -4.0594 -6.9526
C: 0.1384 -3.7004 -5.6299
C: -1.1934 -3.3494 -5.2951
C: -1.5156 -2.9683 -4.0309
C: -0.5120 -2.9523 -3.0356
S: -1.0238 -2.2211 -1.4865
O: -2.2855 -1.5014 -1.7636
C: -1.4273 -3.5930 -0.4375
C: -2.7494 -3.9753 -0.3067
C: -3.0574 -5.0309 0.5428
C: -2.0645 -5.6978 1.2531
C: -2.4036 -6.8405 2.1701
C: -0.7382 -5.2811 1.1068
C: -0.4158 -4.2253 0.2761
H: 7.4535 2.8138 -1.2544
H: 7.5005 2.6236 -3.0104
H: 8.1349 1.3531 -1.9735
H: 5.4207 2.2649 -0.1482
H: 3.2025 1.1585 -0.1125
H: 4.0280 -0.6029 -3.9297
H: 6.2467 0.4949 -3.9525
H: 3.8410 -1.6148 -0.1582
H: 4.4338 -3.8610 0.6223
H: 4.1236 -6.2859 0.5353
H: 3.0025 -8.2602 -0.4145
H: 1.3137 -7.9815 -2.2151
H: 0.7633 -5.7656 -3.0656
H: 3.2423 -3.9953 -4.2222
H: 3.8052 -4.5951 -6.5230
H: 2.0490 -4.6457 -8.2770
H: -0.2751 -4.0738 -7.7130
H: -1.9502 -3.3602 -6.0693
H: -2.5127 -2.6335 -3.7807
H: -3.5200 -3.4459 -0.8526
H: -4.0901 -5.3365 0.6564
H: -3.4794 -6.9920 2.2336
H: -2.0244 -6.6590 3.1767
H: -1.9504 -7.7669 1.8135
H: 0.0476 -5.7845 1.6586
H: 0.6118 -3.8911 0.1884
N: -4.9521 0.2339 0.9194
C: -4.5896 -0.5798 1.9366
O: -5.3840 -1.0578 2.7191
C: -3.1231 -0.9105 2.0731
C: -2.7314 -1.6971 3.1518
C: -1.4082 -2.0836 3.2693
C: -0.5092 -1.6985 2.2912
N: -0.8837 -0.9284 1.2673
C: -2.1599 -0.5313 1.1652
H: -5.9306 0.4501 0.8288
H: -4.3130 0.6418 0.2615
H: -3.4854 -2.0006 3.8663
H: -1.0715 -2.7005 4.0899
H: 0.5227 -2.0164 2.3035
H: -2.3856 0.0672 0.2931

Its total charge is +1. The value obtained for the max |F| is 2.10 eV/Å. Its energy relative to the best compared isomer or geometry (same formula, charge and spin) is 0.0 kcal per mole. The value obtained for the HOMO energy (spin up / spin down) is -10.10 / -10.10 eV. Its spin multiplicity is 1.

=====

# 6
Density functional theory data (ωB97M-V/def2-TZVPD) for an isolated molecule of C7H14.

Element x y z (Å)
C: 0.7174 -1.1626 1.6529
C: 0.0949 -1.1388 0.2632
C: 0.7264 -0.2000 -0.7358
C: 1.8216 0.7920 -0.4369
C: -0.7010 0.0284 -0.3070
C: -1.1528 1.1121 0.6520
C: -1.6571 -0.0939 -1.4855
H: 1.6317 -1.7703 1.6169
H: 0.0761 -1.5801 2.4363
H: 1.0349 -0.1689 1.9837
H: -0.2112 -2.1209 -0.0949
H: 0.8089 -0.6183 -1.7391
H: 1.8186 1.5479 -1.2307
H: 2.8148 0.3302 -0.4154
H: 1.6634 1.3180 0.5086
H: -2.1999 0.9104 0.9152
H: -1.1133 2.1152 0.2120
H: -0.5903 1.1208 1.5885
H: -1.3472 -0.8610 -2.2036
H: -2.7044 -0.2654 -1.2139
H: -1.6122 0.8676 -2.0195

The value obtained for the max |F| is 0.26 eV/Å. Its energy relative to the best compared isomer or geometry (same formula, charge and spin) is 21.7 kcal per mole. Its SMILES is C[C@@H]1[C@H](C)C1(C)C. The value obtained for the HOMO energy is -9.36 eV. Its spin multiplicity is 1.